ORCA calculation (ωB97M-V with the def2-TZVPD basis set) on the molecule C21H23FN2O2.

Values from the calculation:
Kohn-Sham gap, eV: 8.6
Multiplicity: 1
Structure (SMILES): CCCC(=O)c1ccc(N2CCN(C(=O)c3ccccc3)CC2)c(F)c1
Relative energy (zero: lowest compared OMol25 entry of this formula, charge and spin), eV: 1.495
LUMO energy, eV: 0.40
Highest occupied orbital energy, eV: -8.19

Each line ends with the natural charge from an NBO analysis.
Geometry (Å):
C  5.622329  -3.192481  0.030753  -0.60
C  4.105305  -3.313395  -0.040597  -0.39
C  3.435840  -2.644348  1.166235  -0.50
C  1.930412  -2.770957  1.069671  0.59
O  1.325608  -3.580495  1.741858  -0.55
C  1.226213  -1.898684  0.106314  -0.20
C  -0.137839  -2.110140  -0.107633  -0.14
C  -0.870677  -1.321843  -0.963791  -0.28
C  -0.292323  -0.254910  -1.669681  0.20
N  -0.992297  0.536776  -2.564429  -0.43
C  -2.388099  0.262492  -2.839747  -0.23
C  -3.296913  1.062534  -1.868492  -0.26
N  -2.494217  1.622353  -0.801601  -0.44
C  -2.533737  1.038343  0.427254  0.69
O  -3.294791  0.122939  0.676851  -0.62
C  -1.615333  1.600110  1.462730  -0.16
C  -0.698094  0.753363  2.074123  -0.17
C  0.135221  1.236151  3.067166  -0.21
C  0.040984  2.557094  3.472373  -0.20
C  -0.891013  3.396659  2.884424  -0.23
C  -1.715707  2.923482  1.879458  -0.14
C  -1.472808  2.541028  -1.250105  -0.24
C  -0.806053  1.974253  -2.528639  -0.24
C  1.087381  -0.084781  -1.458860  0.32
F  1.772970  0.881721  -2.130498  -0.34
C  1.829333  -0.859085  -0.599491  -0.22
H  6.082583  -3.686755  -0.821450  0.21
H  6.000259  -3.653438  0.940419  0.20
H  5.924877  -2.147224  0.025458  0.20
H  3.822648  -4.367836  -0.059128  0.21
H  3.743551  -2.857891  -0.964806  0.20
H  3.731568  -1.596493  1.227152  0.21
H  3.757444  -3.150305  2.078452  0.23
H  -0.620966  -2.907830  0.436370  0.24
H  -1.926788  -1.516631  -1.042853  0.23
H  -2.579399  0.576226  -3.871389  0.20
H  -2.576831  -0.806809  -2.782749  0.22
H  -4.048543  0.420691  -1.407636  0.26
H  -3.796946  1.882212  -2.393212  0.19
H  -0.641668  -0.279046  1.764338  0.23
H  0.852333  0.574980  3.530291  0.22
H  0.687361  2.931486  4.252323  0.21
H  -0.975697  4.423280  3.209126  0.21
H  -2.448022  3.575177  1.424581  0.21
H  -0.730221  2.657780  -0.459831  0.23
H  -1.916596  3.522007  -1.460478  0.19
H  -1.281057  2.382667  -3.424121  0.20
H  0.244259  2.247882  -2.556646  0.24
H  2.877877  -0.628314  -0.505474  0.23

Cartesian forces (eV/Å) of the 3 atoms listed first:
C -0.21 -0.07 -0.10
C 0.16 0.13 0.11
C -0.08 -0.30 -0.04